Computed, not measured: the molecule C20H27NO5, with ωB97M-V with the def2-TZVPD basis set.

Bonds (Å) are listed after each position.
Geometry (Å):
1 C -2.249 2.078 -3.228  O2 1.420, H27 1.087, H28 1.092, H29 1.092
2 O -2.605 1.304 -2.091  C1 1.420, C3 1.345
3 C -3.676 0.502 -2.232  O2 1.345, O4 1.201, C5 1.508
4 O -4.310 0.428 -3.249  C3 1.201
5 C -3.948 -0.260 -0.960  C3 1.508, C6 1.535, H30 1.092, H31 1.090
6 C -4.303 0.687 0.194  C5 1.535, C7 1.533, H32 1.090, H33 1.092
7 C -4.030 0.039 1.556  C6 1.533, C8 1.520, H34 1.091, H35 1.090
8 C -2.563 -0.330 1.708  C7 1.520, O9 1.221, N10 1.353
9 O -2.182 -1.465 1.470  C8 1.221
10 N -1.701 0.623 2.132  C8 1.353, C11 1.444, C26 1.447
11 C -1.926 2.047 2.204  N10 1.444, C12 1.533, H36 1.088, H37 1.097
12 C -1.209 2.748 1.044  C11 1.533, C13 1.526, H38 1.091, H39 1.092
13 C 0.277 2.402 1.048  C12 1.526, C14 1.531, H40 1.092, H41 1.092
14 C 0.459 0.881 1.016  C13 1.531, C15 1.526, C26 1.538, H42 1.092
15 C 1.933 0.509 1.140  C14 1.526, O16 1.215, C17 1.474
16 O 2.661 1.174 1.849  C15 1.215
17 C 2.393 -0.671 0.384  C15 1.474, C18 1.402, C24 1.407
18 C 1.490 -1.667 -0.013  C17 1.402, C19 1.373, H43 1.078
19 C 1.905 -2.780 -0.702  C18 1.373, C20 1.398, H44 1.078
20 C 3.252 -2.934 -1.040  C19 1.398, O21 1.355, C23 1.389
21 O 3.567 -4.056 -1.732  C20 1.355, C22 1.408
22 C 4.910 -4.281 -2.090  O21 1.408, H45 1.089, H46 1.094, H47 1.095
23 C 4.157 -1.953 -0.654  C20 1.389, C24 1.388, H48 1.079
24 C 3.753 -0.834 0.063  C17 1.407, C23 1.388, C25 1.495
25 C 4.790 0.167 0.458  C24 1.495, H49 1.088, H50 1.089, H51 1.088
26 C -0.296 0.286 2.217  N10 1.447, C14 1.538, H52 1.091, H53 1.094
27 H -1.356 2.635 -2.952  C1 1.087
28 H -2.046 1.426 -4.080  C1 1.092
29 H -3.060 2.759 -3.493  C1 1.092
30 H -3.045 -0.818 -0.703  C5 1.092
31 H -4.754 -0.970 -1.143  C5 1.090
32 H -3.716 1.601 0.098  C6 1.090
33 H -5.359 0.960 0.130  C6 1.092
34 H -4.592 -0.894 1.624  C7 1.091
35 H -4.356 0.696 2.362  C7 1.090
36 H -2.990 2.276 2.190  C11 1.088
37 H -1.511 2.406 3.154  C11 1.097
38 H -1.346 3.827 1.133  C12 1.091
39 H -1.647 2.422 0.098  C12 1.092
40 H 0.758 2.796 1.946  C13 1.092
41 H 0.768 2.851 0.183  C13 1.092
42 H 0.033 0.488 0.091  C14 1.092
43 H 0.445 -1.596 0.245  C18 1.078
44 H 1.208 -3.549 -0.991  C19 1.078
45 H 4.917 -5.231 -2.622  C22 1.089
46 H 5.554 -4.356 -1.208  C22 1.094
47 H 5.287 -3.494 -2.751  C22 1.095
48 H 5.203 -2.049 -0.900  C23 1.079
49 H 5.733 -0.036 -0.044  C25 1.088
50 H 4.947 0.130 1.535  C25 1.089
51 H 4.468 1.179 0.223  C25 1.088
52 H -0.209 -0.801 2.243  C26 1.091
53 H 0.116 0.700 3.142  C26 1.094

Computed properties:
ΔE to the lowest compared entry with this formula, charge and spin ... 22.10 kcal per mole
Strongest force on any atom ... 0.012 Eh/bohr
SMILES string ... COC(=O)CCCC(=O)N1CCC[C@@H](C(=O)c2ccc(OC)cc2C)C1
DFT total energy ... -1209.29851 a.u.
LUMO energy ... 0.639 eV
Total charge ... 0